[1]
A structure of composition C6H6O2 in a non-equilibrium geometry. Source: OMol25; level of theory: ωB97M-V with the def2-TZVPD basis set.

Output
- Gap between HOMO and LUMO: 9.2 eV
- Largest force on an atom: 0.1660 Eh/bohr
- HOMO: -9.3 eV
- Charge: 0
- Multiplicity: 1

CARTESIAN COORDINATES (ANGSTROEM)
C 0.631 -0.890 -0.131
C -0.007 -0.129 1.042
C 0.496 1.413 0.632
C 0.202 1.462 -0.598
C -0.218 0.075 -0.983
C -1.225 -0.179 0.041
H 2.439 -1.917 -0.323
H 0.186 -1.997 -0.090
H 0.096 -0.217 1.989
H 1.360 2.050 1.361
H 0.427 2.163 -1.313
H -0.179 -0.111 -1.971
O 1.946 -0.795 -0.053
O -2.397 -0.515 0.094

[2]
A cluster of 2 separate species, C6H6O2 in total in a non-equilibrium geometry. Source: OMol25; level of theory: ωB97M-V with the def2-TZVPD basis set.

Output
- Gap between HOMO and LUMO: 8.5 eV
- Largest force on an atom: 0.0430 Eh/bohr
- HOMO: -8.2 eV
- Charge: 0
- Multiplicity: 1

CARTESIAN COORDINATES (ANGSTROEM)
C 2.435 0.868 0.448
C 1.236 1.245 0.066
C 0.183 1.197 -0.716
O -0.599 1.754 -1.417
H 2.897 1.283 1.335
H 3.081 0.252 -0.171
C -1.857 -1.032 -1.136
C -0.911 -0.658 -0.085
C -0.412 -0.711 1.026
O 0.259 -0.772 2.138
H -2.082 -0.148 -1.736
H -2.785 -1.416 -0.713
H -1.409 -1.777 -1.793
H -0.036 -0.086 2.754

[3]
The molecule C6H6O2S in a non-equilibrium geometry. Source: OMol25; level of theory: ωB97M-V with the def2-TZVPD basis set.

Output
- Gap between HOMO and LUMO (spin up / spin down): 7.2 / 7.2 eV
- Largest force on an atom: 0.0723 Eh/bohr
- HOMO (spin up / spin down): -8.1 / -8.1 eV
- Charge: 0
- Multiplicity: 1

CARTESIAN COORDINATES (ANGSTROEM)
C -1.530 0.624 1.124
C -0.448 1.506 1.006
C -1.493 -0.553 0.291
C -0.549 -0.877 -0.633
C 0.723 1.254 0.372
C -0.298 -2.172 -1.182
O 3.269 0.997 0.113
O 0.658 -2.466 -1.886
S 1.947 1.881 -0.418
H -2.261 0.987 1.834
H -0.476 2.357 1.565
H -2.440 -1.127 0.486
H 0.039 -0.039 -0.961
H -0.966 -3.136 -1.013
H 3.826 0.763 -0.697

[4]
A structure of composition C6H6O2Sm in a non-equilibrium geometry. Source: OMol25; level of theory: ωB97M-V with the def2-TZVPD basis set.

Output
- Gap between HOMO and LUMO (spin up / spin down): 6.8 / 7.0 eV
- Largest force on an atom: 0.1086 Eh/bohr
- HOMO (spin up / spin down): -15.9 / -15.9 eV
- Charge: +2
- <S²>: 12.01
- Multiplicity: 7

CARTESIAN COORDINATES (ANGSTROEM)
C -0.736 0.839 -1.420
C 0.533 0.860 -0.873
O 1.506 1.568 -1.066
H -0.857 1.375 -2.364
Sm 4.060 1.506 -0.174
O 2.400 -0.413 0.772
C 1.074 -0.502 0.568
C 0.078 -1.088 1.115
C -1.754 -0.512 0.414
C -1.811 0.153 -0.831
H 2.716 -0.950 1.511
H -0.081 -1.650 2.028
H -2.047 0.127 1.260
H -2.329 -1.447 0.444
H -2.751 0.133 -1.385

[5]
The molecule C6H6O3 in a non-equilibrium geometry. Source: OMol25; level of theory: ωB97M-V with the def2-TZVPD basis set.

Output
- Gap between HOMO and LUMO: 8.6 eV
- Largest force on an atom: 0.0578 Eh/bohr
- HOMO: -8.4 eV
- Charge: 0
- Multiplicity: 1

CARTESIAN COORDINATES (ANGSTROEM)
C 0.258 1.751 -0.680
C 0.773 0.387 -0.424
C 1.774 -0.032 0.640
C 1.083 -1.107 1.028
C -0.037 -1.064 0.034
C -1.454 -1.128 0.253
O -1.956 -1.511 1.292
O -2.197 -0.717 -0.808
O 0.529 -0.623 -1.267
H 0.135 2.292 0.257
H -0.681 1.695 -1.226
H 0.990 2.286 -1.291
H 2.705 0.417 0.929
H 1.208 -1.818 1.825
H -3.129 -0.827 -0.562

[6]
A structure of composition C6H6O4 in a non-equilibrium geometry. Source: OMol25; level of theory: ωB97M-V with the def2-TZVPD basis set.

Output
- Gap between HOMO and LUMO: 8.8 eV
- Largest force on an atom: 0.3451 Eh/bohr
- HOMO: -9.7 eV
- Charge: 0
- Multiplicity: 1

CARTESIAN COORDINATES (ANGSTROEM)
C -2.458 -0.606 0.019
C -1.996 0.802 -0.218
C -0.808 1.418 -0.260
C 0.425 0.988 0.095
C 1.102 -0.136 -0.540
C 2.459 -0.515 -0.163
H -1.799 -2.401 1.097
H -2.868 1.195 -0.551
H -0.914 2.219 -0.502
H 1.232 1.302 0.754
H 0.453 -0.552 -1.582
H 4.115 -0.184 1.162
O -1.425 -1.306 0.502
O -3.598 -1.013 0.021
O 2.987 0.313 0.826
O 3.093 -1.523 -0.660

[7]
The molecule C6H6O4S in a non-equilibrium geometry. Source: OMol25; level of theory: ωB97M-V with the def2-TZVPD basis set.

Output
- Gap between HOMO and LUMO: 7.9 eV
- Largest force on an atom: 0.0995 Eh/bohr
- HOMO: -9.4 eV
- Charge: 0
- Multiplicity: 1

CARTESIAN COORDINATES (ANGSTROEM)
C 1.888 2.075 0.206
C 0.557 2.099 -0.284
C 2.315 0.273 -0.822
C -0.414 1.030 0.316
C 1.061 -0.530 -1.009
C 0.133 -0.459 0.241
O 2.687 2.595 0.912
O 0.153 2.837 -1.185
O 3.374 -2.015 -0.186
O 4.707 0.003 0.339
S 3.446 -0.625 0.087
H -0.460 1.313 1.338
H -1.355 1.078 -0.082
H 0.614 -0.267 -1.990
H 1.399 -1.546 -1.238
H 0.722 -0.830 1.120
H -0.615 -1.264 0.138

[8]
A structure of composition C6H6O5SSc in a non-equilibrium geometry. Source: OMol25; level of theory: ωB97M-V with the def2-TZVPD basis set.

Output
- Gap between HOMO and LUMO: 7.3 eV
- Largest force on an atom: 0.2449 Eh/bohr
- HOMO: -23.3 eV
- Charge: +3
- Multiplicity: 1

CARTESIAN COORDINATES (ANGSTROEM)
Sc 0.110 -0.084 -0.079
O 3.103 0.651 -2.772
C 2.292 0.492 -2.044
C -1.745 -0.314 -0.600
O -2.820 -0.494 -0.965
C 0.376 -0.007 1.839
O 0.602 0.000 2.957
C -0.340 1.850 0.064
O -0.565 2.968 0.119
C 2.154 -3.679 -1.355
S 0.608 -2.720 -1.501
C -0.193 -3.411 0.001
O 1.211 -1.437 -0.766
H 1.920 -4.703 -1.567
H 2.552 -3.568 -0.337
H 2.869 -3.287 -2.072
H 0.413 -3.146 0.887
H -1.187 -2.983 0.093
H -0.243 -4.473 -0.124

[9]
The molecule C6H6OS2 in a non-equilibrium geometry. Source: OMol25; level of theory: ωB97M-V with the def2-TZVPD basis set.

Output
- Gap between HOMO and LUMO (spin up / spin down): 6.7 / 6.7 eV
- Largest force on an atom: 0.0593 Eh/bohr
- HOMO (spin up / spin down): -7.1 / -7.1 eV
- Charge: 0
- Multiplicity: 1

CARTESIAN COORDINATES (ANGSTROEM)
C 0.125 -1.446 0.748
C -0.829 -2.249 0.199
C 0.841 -0.504 0.123
C -0.669 -0.591 -1.808
C 0.979 0.889 -0.022
C -0.078 1.726 0.740
O 1.190 1.307 -1.356
S -1.391 -1.983 -1.477
S -0.060 0.669 -2.525
H 0.431 -1.687 1.794
H -1.508 -3.032 0.688
H 2.023 1.153 0.197
H -0.078 1.494 1.832
H -1.133 1.510 0.324
H 0.157 2.744 0.541

[10]
The molecule C6H6S2 in a non-equilibrium geometry. Source: OMol25; level of theory: ωB97M-V with the def2-TZVPD basis set.

Output
- Gap between HOMO and LUMO: 9.3 eV
- Largest force on an atom: 0.0480 Eh/bohr
- HOMO: -8.7 eV
- Charge: 0
- Multiplicity: 1

CARTESIAN COORDINATES (ANGSTROEM)
C -0.676 3.377 -0.644
C -0.877 2.208 -0.539
C -0.988 0.748 -0.464
S -0.952 0.101 1.372
C -0.146 -1.284 0.747
C 1.183 -2.087 0.602
C 1.028 -0.833 -0.141
S 0.235 -0.083 -1.565
H -0.554 4.478 -0.638
H -1.888 0.494 -0.915
H -0.832 -1.890 0.166
H 1.820 -2.041 1.416
H 0.962 -3.050 0.176
H 1.686 -0.140 0.426